Record 1
A cluster of 9 separate species, C8H32BF4N16O8 in total, computed with ωB97M-V with the def2-TZVPD basis set.

Positions of all 69 atoms, in Å:
F: -21.6947 12.9957 12.6753
F: -22.4585 12.2482 14.6721
F: -20.9536 13.7666 14.6738
F: -22.9548 14.3098 13.9274
O: -27.7688 9.9918 11.3418
O: -18.9032 19.0929 9.4753
O: -27.8160 17.6943 10.2337
O: -20.3237 15.9335 21.1269
O: -15.6288 16.4624 13.7367
O: -16.7508 9.0410 12.6483
O: -18.6461 9.5099 20.3832
O: -24.4244 4.8252 14.8883
N: -26.9613 11.5612 12.7460
N: -23.4806 4.2818 16.8162
N: -25.6714 17.0428 10.5494
N: -23.7816 6.3176 16.4301
N: -16.8332 14.9479 12.4961
N: -18.2570 9.6702 18.0737
N: -16.6972 7.3281 11.2114
N: -27.1151 16.9051 12.2313
N: -20.6249 20.5775 9.2856
N: -18.1565 7.7259 19.1216
N: -15.3991 14.2665 13.9426
N: -20.5537 14.5114 19.3894
N: -20.4027 19.4744 11.0673
N: -20.0587 16.5556 18.9635
N: -18.5261 8.1784 11.8582
N: -25.5511 10.2947 11.6352
C: -19.9028 19.6377 9.8735
C: -26.9207 17.2166 10.9266
C: -17.2581 8.2012 12.0024
C: -20.3145 15.6951 19.9088
C: -23.9298 5.1194 15.9548
C: -18.3674 9.0323 19.2517
C: -26.8491 10.5901 11.8793
C: -15.9536 15.2846 13.4210
B: -21.9696 13.2741 13.9480
H: -19.9257 18.8142 11.6645
H: -23.3664 4.6384 17.7542
H: -27.8877 11.8188 13.0549
H: -23.4642 3.2929 16.6114
H: -20.8476 13.7369 19.9673
H: -20.6941 20.3205 11.5357
H: -24.7512 10.7760 12.0208
H: -19.8619 16.1839 18.0452
H: -17.7698 9.2531 17.2935
H: -18.6371 10.5973 17.9476
H: -26.3351 16.5153 12.7409
H: -25.2038 16.4194 11.1918
H: -17.3945 14.1239 12.6573
H: -18.9058 7.4332 11.2921
H: -17.2008 6.7298 10.5723
H: -21.3243 21.1081 9.7850
H: -17.4843 7.6030 18.3779
H: -15.9384 13.4133 13.9059
H: -25.4318 17.0216 9.5685
H: -14.9399 14.4477 14.8237
H: -24.0562 7.0951 15.8468
H: -20.8234 14.4214 18.4203
H: -23.3265 6.4804 17.3169
H: -26.1061 11.9054 13.1587
H: -20.2138 20.9584 8.4453
H: -19.1552 8.8496 12.2752
H: -15.6884 7.3769 11.2016
H: -25.4650 9.5151 10.9990
H: -27.8641 17.2631 12.8066
H: -19.7895 17.4709 19.2950
H: -18.2777 7.1415 19.9363
H: -17.2684 15.6734 11.9444

## Properties
E_tot: -2226.8693 Eh
M: 567.25 g/mol
Kohn-Sham gap: 9.319 eV
HOMO level: -7.664 eV
net charge: -1
relative energy (zero: lowest compared OMol25 entry of this formula, charge and spin): 5.341 eV


Record 2
A structure of composition C28H37AsBrO2PdS2, computed with ωB97M-V with the def2-TZVPD basis set.

Positions of all 72 atoms, in Å:
Pd: -1.0766 -0.0342 -0.3298
Br: -3.7458 -5.5226 -3.0039
As: -2.2542 1.4950 1.3657
S: 0.8972 1.9017 -2.3851
S: 1.5284 -0.1830 1.9541
O: -0.3839 1.4478 -1.6576
O: 0.8217 -0.3294 0.5844
C: -5.0076 0.4060 1.4530
C: 3.5844 -3.5418 1.1481
C: -3.7735 0.6982 2.2949
C: 3.8777 -3.0341 3.4885
C: 1.2890 -0.7983 -2.8347
C: -2.4129 -1.7348 -2.4584
C: -2.4205 -4.1462 -0.9728
C: 1.6712 0.4974 -3.1375
C: 1.5007 2.6581 0.2289
C: -1.8497 -3.0281 -0.4306
C: -1.5391 3.7360 3.0215
C: -1.2264 2.2522 2.8424
C: 4.1441 -3.8342 2.3855
C: 3.0001 -1.5928 -4.3292
C: 2.5105 -1.6495 2.1140
C: -3.5059 2.4027 -1.0855
C: 2.6873 0.7745 -4.0425
C: 2.7535 -2.4402 1.0000
C: 3.3597 -0.2856 -4.6317
C: -2.9663 2.9209 0.2505
C: 3.0438 -1.9330 3.3628
C: -2.9921 -2.8380 -3.0205
C: 2.4366 2.4269 1.4183
C: -2.9969 -4.0549 -2.2753
C: 2.1428 2.2718 -1.0975
C: 2.8709 0.9829 1.6479
C: 1.9646 -1.8491 -3.4376
C: -1.8547 -1.8270 -1.1657
H: -3.4383 -2.7948 -4.0060
H: -0.1670 2.0783 2.6769
H: -2.1676 3.6424 0.0924
H: 3.4883 0.9128 2.5473
H: -2.3964 -0.8074 -3.0169
H: -3.9819 1.4503 3.0607
H: -5.7874 0.0038 2.1000
H: 4.7884 -4.6969 2.4937
H: 4.3107 -3.2710 4.4512
H: -1.0318 4.0912 3.9200
H: -3.8928 3.2353 -1.6726
H: -4.3177 1.6908 -0.9533
H: 0.5939 2.0794 0.3737
H: 1.9548 2.8197 2.3161
H: -1.4037 -3.0890 0.5539
H: -1.5288 1.6611 3.7056
H: 2.7666 1.3829 -1.0335
H: 2.3120 -2.1933 0.0423
H: 1.6810 -2.8704 -3.2168
H: 3.8032 -4.1695 0.2941
H: 1.2104 3.7100 0.2100
H: -2.4372 -5.0836 -0.4312
H: -4.8131 -0.3334 0.6747
H: 0.4820 -0.9966 -2.1445
H: 4.1566 -0.0882 -5.3367
H: 3.4355 0.5470 0.8211
H: 2.8171 -1.3147 4.2256
H: -1.1860 4.3355 2.1835
H: -2.7171 1.9343 -1.6776
H: 3.3512 3.0110 1.2928
H: -3.7481 3.3976 0.8432
H: 2.7335 3.0913 -1.5095
H: -2.6044 3.9222 3.1569
H: -5.4081 1.3064 0.9910
H: 2.9484 1.7972 -4.2972
H: -3.4060 -0.1913 2.8040
H: 3.5222 -2.4156 -4.7994

## Properties
E_tot: -6972.5016 Eh
M: 730.98 g/mol
spin multiplicity: 5
Kohn-Sham gap (alpha / beta): 8.408 / 4.362 eV
HOMO level (alpha / beta): -16.701 / -16.697 eV
net charge: +3


Record 3
An isolated molecule of C5H5NO2, computed with ωB97M-V with the def2-TZVPD basis set.

Positions of all 13 atoms, in Å:
O: -2.0782 -1.0527 -0.3838
O: 2.0495 1.0283 -0.3373
N: 0.3930 -0.4019 0.3201
C: -1.4709 1.2748 0.1087
C: 0.9953 -1.7281 0.0212
C: 0.9100 0.7636 -0.0164
C: -1.6731 -0.0461 -0.1181
C: -0.2007 1.7698 0.0831
H: -2.4228 1.8144 0.1882
H: 1.5450 -2.0963 0.9371
H: 0.1498 2.7816 0.1453
H: 0.1768 -2.3980 0.0359
H: 1.6264 -1.7095 -0.9841

## Properties
E_tot: -398.6558 Eh
M: 111.10 g/mol
Kohn-Sham gap: 7.255 eV
HOMO level: -8.657 eV
relative energy (zero: lowest compared OMol25 entry of this formula, charge and spin): 3.337 eV


Record 4
A cluster of 12 separate species, C42H80Cl6O18S7 in total, computed with ωB97M-V with the def2-TZVPD basis set.

Positions of all 153 atoms, in Å:
Cl: 7.5780 2.1068 6.7786
Cl: -6.8006 1.6299 -3.5604
Cl: 1.6311 -6.7465 -3.0145
Cl: -8.0197 3.9364 -1.1583
Cl: 7.8895 1.9557 3.5238
Cl: -0.0413 -6.5759 -5.9846
S: -2.0699 3.3277 -9.5414
S: 5.6626 -6.6940 3.5507
S: -1.5193 -1.5946 0.8831
S: -7.4753 -5.0407 -6.1674
S: -3.7932 -6.2815 8.2028
S: 7.3348 -0.5451 -6.1512
S: 2.0767 4.8131 9.6189
O: -0.4868 8.6844 4.3783
O: 6.0632 -1.2806 -6.2042
O: -4.3017 -6.9545 9.3611
O: 2.8895 5.6827 8.8549
O: 6.0879 -6.5078 2.1373
O: 5.5866 -5.5910 4.4788
O: -2.7144 7.0629 -3.1872
O: -0.9560 -2.8930 1.2475
O: -2.8299 -1.1782 1.3492
O: 0.4399 7.0768 3.1258
O: -2.0215 8.6162 -4.7704
O: 1.4765 3.5906 8.9992
O: -1.4644 3.9888 -10.6909
O: -7.4767 -6.5116 -6.4567
O: 7.9970 -0.2186 -7.4109
O: -3.2414 3.8795 -8.9083
O: -4.3273 -6.6929 6.9234
O: -6.9534 -4.4431 -4.9131
C: 8.5288 -1.2134 -4.9466
C: 1.3840 6.9995 2.0739
C: -7.6237 1.3830 -2.0113
C: 1.1959 -8.1682 -4.0313
C: 0.6742 -0.3481 0.1506
C: -2.0209 -6.5147 8.1082
C: -2.5519 9.6936 -5.4820
C: -0.4012 1.3385 -8.6684
C: 6.6979 -7.9878 4.2727
C: -9.2061 -4.1260 -7.9233
C: 6.3563 1.4773 4.3702
C: 1.3498 9.2694 2.9469
C: 2.8507 4.3175 11.2159
C: -1.1943 0.9467 -9.9715
C: -3.8551 -4.5086 8.4152
C: 6.9254 1.0319 -5.2476
C: -9.1678 -4.3748 -6.4618
C: 6.6518 0.9794 5.7855
C: -2.5591 1.6206 -10.0534
C: -0.8674 2.7661 -8.2105
C: 5.7609 -9.1885 4.6106
C: 2.3667 5.2578 12.3246
C: -4.2615 8.6422 -4.1273
C: -0.3256 -0.3407 1.3450
C: 0.3847 8.3582 3.6024
C: -2.4386 -4.0821 8.1106
C: 0.7352 5.7447 10.5306
C: 7.6693 0.8889 -3.8950
C: -7.8526 -3.4815 -8.3610
C: -6.7192 -4.1246 -7.5532
C: -1.3857 -1.3148 -0.9397
C: 4.3110 -8.7196 4.6754
C: 1.6994 8.4709 1.7705
C: -2.9221 8.0153 -3.9412
C: 7.9346 -0.6153 -3.6379
C: -1.4607 -5.2089 8.6436
C: -0.1747 -0.3076 -1.1548
C: -0.1242 -7.9103 -4.7401
C: -7.2141 2.3712 -0.9603
C: -4.0022 9.8519 -5.0187
C: 0.9121 5.6507 12.0468
C: 4.0830 -7.6883 3.5996
H: 0.7145 6.7775 10.1828
H: 2.3081 6.4879 2.3430
H: 5.6474 0.8905 6.1992
H: 5.9293 0.6707 3.7741
H: -2.3323 -0.9787 -1.3629
H: -4.6041 -4.0422 7.7753
H: 3.2245 -7.0352 3.7562
H: 3.9180 4.1013 11.1688
H: -1.5182 2.4870 -7.3819
H: 1.0111 6.4608 1.2028
H: -0.1356 3.5188 -7.9172
H: -7.6414 -3.7006 -9.4077
H: 7.1514 1.8016 -5.9855
H: -9.2502 -5.0751 -8.4576
H: -7.4653 1.9399 0.0088
H: -4.1859 10.7220 -4.3884
H: -4.9917 7.9739 -4.5836
H: -3.0623 1.6721 -11.0190
H: -2.2141 -3.1092 8.5480
H: 2.3653 4.7141 13.2693
H: -2.2671 -3.9566 7.0415
H: -5.9036 -3.5585 -7.1033
H: 2.4270 3.3330 11.4144
H: 3.8902 -8.2624 2.6934
H: 5.6499 2.3038 4.2919
H: -8.7106 1.4512 -2.0578
H: -7.4779 0.3451 -1.7122
H: -4.8424 8.8650 -3.2324
H: -4.1448 -4.2047 9.4211
H: 1.4395 -1.1195 0.0654
H: -0.6152 0.5599 -7.9363
H: 1.9997 -8.3420 -4.7467
H: 8.5137 -2.2915 -5.1071
H: 0.6691 1.2509 -8.8555
H: -10.0751 -3.5172 -8.1727
H: -1.8603 -6.8334 7.0783
H: -3.2504 1.1863 -9.3311
H: -0.4562 -8.8112 -5.2561
H: -9.8611 -5.0868 -6.0140
H: -1.3717 -0.1252 -10.0586
H: 3.6707 -9.5907 4.5366
H: -1.3389 -5.1287 9.7238
H: 7.1076 -7.5814 5.1974
H: 0.4392 -0.6180 -2.0003
H: -0.9138 -7.5275 -4.0935
H: 0.7617 6.6464 12.4640
H: -0.1777 5.2356 10.2216
H: 1.0378 -9.0280 -3.3803
H: 5.8175 -9.9035 3.7898
H: 2.7386 8.5255 1.4462
H: -6.1321 2.4918 -1.0127
H: 3.0763 6.0825 12.3906
H: -4.6773 9.8728 -5.8742
H: -0.4807 -4.9687 8.2312
H: 4.0600 -8.4203 5.6930
H: 9.4669 -0.7807 -5.2941
H: -7.8126 -2.3997 -8.2335
H: 8.7653 -0.7978 -2.9562
H: -6.1790 -4.9012 -8.0946
H: -9.2973 -3.4000 -5.9915
H: -0.6069 1.0658 -10.8819
H: 0.7410 10.1468 2.7286
H: 1.3130 0.5349 0.1709
H: -0.5155 0.7070 -1.3609
H: 2.1856 9.4349 3.6267
H: -2.1669 10.6985 -5.3086
H: 8.6401 1.3761 -3.9868
H: 6.1212 -9.5463 5.5751
H: -0.0236 -0.5132 2.3781
H: 7.0911 -1.1477 -3.1985
H: -0.8289 0.6249 1.2972
H: 0.1764 4.9847 12.4978
H: 0.9638 8.7077 1.0018
H: 5.8405 1.1277 -5.2057
H: 7.1690 1.4052 -3.0756
H: -2.6021 9.4467 -6.5425
H: -1.9428 -7.4010 8.7379
H: 7.5540 -8.0375 3.5999
H: -1.1052 -2.3189 -1.2580
H: 7.0788 -0.0224 5.7397

## Properties
structure (SMILES): O=S1(=O)CCCC1.O=S1(=O)CCCC1.O=S1(=O)CCCC1.O=S1(=O)CCCC1.O=S1(=O)CCCC1.O=S1(=O)CCCC1.O=S1(=O)CCCC1.O=C1CCCO1.O=C1CCCO1.ClCCCl.ClCCCl.ClCCCl
E_tot: -8550.8779 Eh
M: 1310.27 g/mol
Kohn-Sham gap: 10.194 eV
HOMO level: -10.124 eV


Record 5
An isolated molecule of C22H27NO4S, computed with ωB97M-V with the def2-TZVPD basis set.

Positions of all 55 atoms, in Å:
S: -0.4784 2.5808 2.8738
O: 0.3627 2.8452 4.0058
O: -1.8830 2.8497 3.0131
O: -2.6039 -0.7850 -1.4407
O: 3.3107 -1.4782 -3.5342
N: -1.5509 0.2580 0.2634
C: 1.8633 -1.7416 -1.7270
C: 6.2937 -1.0372 -3.0876
C: -0.2110 0.8942 2.2437
C: -2.9973 -1.9629 1.6923
C: -3.5381 -1.2055 4.2999
C: -3.4788 -2.5486 3.9690
C: -0.0025 -0.0401 -2.8469
C: -2.8198 0.4401 0.9628
C: 0.1327 3.3741 1.3556
C: -0.3977 0.9989 0.7319
C: -0.2532 -0.6079 -1.6072
C: 3.6354 -0.9547 -4.8076
C: 6.1806 -0.7739 -4.5837
C: -3.0496 -0.6132 2.0194
C: 0.6907 -1.4742 -1.0568
C: 4.9991 -1.4957 -5.2328
C: -0.5190 2.4958 0.3146
C: 1.1784 -0.2956 -3.5227
C: -3.2079 -2.9250 2.6639
C: 2.1249 -1.1522 -2.9680
C: -1.5716 -0.3844 -0.9381
C: -3.3216 -0.2405 3.3309
H: -2.8031 -2.2547 0.6714
H: -2.8509 1.4286 1.4239
H: -1.5760 2.7601 0.2559
H: 5.0745 -1.3956 -6.3172
H: -0.0823 2.6323 -0.6755
H: -0.9071 0.2067 2.7119
H: 0.4931 -1.9472 -0.1054
H: 5.0363 -2.5573 -4.9840
H: 1.2159 3.3037 1.3695
H: 3.6595 0.1435 -4.7723
H: -3.6463 -3.3009 4.7257
H: 7.1568 -0.5177 -2.6770
H: -3.1667 -3.9718 2.4005
H: 7.0978 -1.1076 -5.0744
H: -0.7418 0.6104 -3.2899
H: 2.8725 -1.2650 -5.5353
H: 6.4100 -2.1018 -2.8997
H: -3.3556 0.8080 3.5907
H: 5.4037 -0.6970 -2.5669
H: 0.8065 0.6409 2.5229
H: 0.4806 0.5781 0.2339
H: -3.7512 -0.9064 5.3154
H: 6.0854 0.3004 -4.7608
H: -3.6074 0.3636 0.2052
H: 1.3426 0.1682 -4.4822
H: -0.1864 4.4092 1.3140
H: 2.5993 -2.4145 -1.3162

## Properties
structure (SMILES): CCCCOc1ccc(C(=O)N(Cc2ccccc2)[C@H]2CCS(=O)(=O)C2)cc1
E_tot: -1608.4284 Eh
M: 401.53 g/mol
Kohn-Sham gap: 9.213 eV
HOMO level: -8.802 eV
relative energy (zero: lowest compared OMol25 entry of this formula, charge and spin): 0.178 eV


Record 6
A cluster of 5 separate species, C3H15NO6 in total, computed with ωB97M-V with the def2-TZVPD basis set.

Positions of all 25 atoms, in Å:
O: 1.0874 0.0649 -3.6402
O: 1.7439 -0.6656 2.5148
O: 0.9457 3.6001 1.4652
O: -0.6022 -2.1978 -2.6085
O: 2.8313 1.3139 0.5889
O: -0.6176 -1.5771 1.1489
N: -1.3643 -0.5535 -1.2295
C: -1.7758 -0.7500 1.2633
C: -1.2141 -1.8568 -1.6191
C: -2.2305 -0.2306 -0.1404
H: 0.8774 3.4517 0.4982
H: -2.3731 -1.5524 1.7239
H: -3.2326 -0.6327 -0.2673
H: 2.4723 -0.1553 2.8973
H: 0.3667 -0.1866 -4.2456
H: 0.3554 2.9163 1.8240
H: -1.6615 -2.6033 -0.9429
H: 1.4339 -0.8098 -3.3834
H: 2.2779 -1.0282 1.7895
H: -1.7270 0.0087 2.0581
H: 3.2596 2.1816 0.5629
H: 2.1261 1.3835 -0.0794
H: 0.2278 -1.1869 1.4496
H: -0.8282 0.2110 -1.6068
H: -2.3787 0.8549 -0.0215

## Properties
E_tot: -629.4517 Eh
M: 161.15 g/mol
spin multiplicity: 2
Kohn-Sham gap (alpha / beta): 3.103 / 9.857 eV
HOMO level (alpha / beta): 0.380 / -6.624 eV
net charge: -1
relative energy (zero: lowest compared OMol25 entry of this formula, charge and spin): 0.378 eV


Record 7
An isolated molecule of C3H5N3, computed with ωB97M-V with the def2-TZVPD basis set.

Positions of all 11 atoms, in Å:
N: -1.2353 0.6618 1.2814
N: -0.3765 0.0035 2.0606
N: 0.5298 -0.5034 1.2838
C: -0.8896 0.5808 -0.0224
C: 0.2583 -0.1736 -0.0125
C: 1.1289 -0.5984 -1.1513
H: 1.8031 -1.3941 -0.8286
H: -1.4679 1.0436 -0.8081
H: -2.0291 1.1233 1.6978
H: 0.5288 -0.9721 -1.9868
H: 1.7494 0.2285 -1.5137

## Properties
structure (SMILES): Cc1c[nH]nn1
E_tot: -281.5546 Eh
M: 83.09 g/mol
Kohn-Sham gap: 10.392 eV
HOMO level: -9.509 eV
relative energy (zero: lowest compared OMol25 entry of this formula, charge and spin): 0.965 eV


Record 8
A structure of composition C40H36BCrN5P2, computed with ωB97M-V with the def2-TZVPD basis set.

Positions of all 85 atoms, in Å:
Cr: -0.2503 -0.1744 2.0291
P: -1.3781 -0.5139 -0.1400
P: 0.4789 1.0760 -2.0077
N: -0.9779 -2.0056 2.8616
N: -0.1723 -2.6689 3.7162
N: 0.7279 0.2156 3.8220
N: -0.6144 -0.2228 -1.6108
N: 1.3248 -0.7888 4.4994
C: 0.0880 1.1060 -3.8004
C: -4.2735 2.2494 -1.0412
C: -0.8193 -3.7181 4.2256
C: -0.4379 2.7433 1.0262
C: -5.0084 2.3016 0.1344
C: -3.0400 -4.7312 -0.9301
C: 2.7309 0.8297 1.2790
C: -4.6590 1.4915 1.2082
C: -1.2646 -3.2621 -0.2550
C: 1.7883 1.8659 1.0350
C: 4.6331 -0.9431 -2.1014
C: 0.0457 3.9870 0.5523
C: 2.0887 0.2011 -2.0604
C: -3.3929 -2.3510 -0.9157
C: 2.2885 3.1078 0.5662
C: -3.8664 -3.6383 -1.1421
C: -0.9989 2.2676 -5.6201
C: 2.2604 -1.1445 -1.7552
C: 0.9768 1.3436 4.4901
C: -1.7354 -4.5432 -0.4883
C: -2.8401 0.5698 -0.0824
C: 4.0700 1.0096 1.0866
C: 4.5558 2.2538 0.6263
C: -2.1423 -2.6592 2.8426
C: -2.0986 -3.7572 3.6940
C: -3.1907 1.3860 -1.1494
C: 3.5276 -1.7144 -1.7734
C: -3.5746 0.6348 1.1012
C: 3.2067 0.9724 -2.3724
C: 0.3821 1.6636 1.2640
C: 1.9363 -0.3011 5.5800
C: 1.3765 4.1640 0.3156
C: 1.7395 1.0690 5.6215
C: 0.0460 0.1366 -6.0110
C: -2.0877 -2.1558 -0.4753
C: -0.6676 1.2326 -6.4821
C: 3.6848 3.2734 0.3688
C: 4.4700 0.4031 -2.4037
C: -0.6201 2.2038 -4.2844
C: 0.4246 0.0751 -4.6783
B: 1.3162 -2.2264 3.8995
H: -1.0933 -5.3958 -0.3103
H: -5.8476 2.9794 0.2191
H: 2.3759 -0.1316 1.6398
H: 5.3308 1.0140 -2.6439
H: -0.2586 -3.1164 0.1241
H: 3.0883 2.0320 -2.5738
H: 2.4782 -0.9583 6.2387
H: -2.6101 1.3573 -2.0636
H: -2.8749 -4.4755 3.8881
H: 4.7615 0.2006 1.2853
H: 1.0004 -0.7699 -4.3183
H: 5.6194 2.3941 0.4766
H: 1.8684 -2.9857 4.6558
H: 5.6205 -1.3866 -2.1118
H: -0.8673 3.0147 -3.6078
H: -0.3230 -4.3716 4.9232
H: -4.0426 -1.4997 -1.0781
H: 1.8222 -2.1832 2.7893
H: -3.4137 -5.7324 -1.1010
H: 2.1010 1.7642 6.3581
H: -5.2222 1.5372 2.1311
H: -2.9498 -2.3259 2.2106
H: -4.5382 2.8866 -1.8752
H: 0.6049 2.2828 4.1133
H: -0.9577 1.2812 -7.5237
H: -0.6492 4.7998 0.3721
H: -1.0213 -0.7103 -2.4011
H: -1.5457 3.1263 -5.9876
H: -4.8834 -3.7842 -1.4824
H: 1.7560 5.1113 -0.0514
H: -3.2917 0.0227 1.9530
H: 4.0505 4.2316 0.0159
H: 0.3144 -0.6659 -6.6862
H: -1.5092 2.6530 1.1819
H: 3.6512 -2.7620 -1.5284
H: 1.3986 -1.7473 -1.4960

## Properties
E_tot: -3571.7843 Eh
M: 711.52 g/mol
spin multiplicity: 5
Kohn-Sham gap (alpha / beta): 7.851 / 7.895 eV
HOMO level (alpha / beta): -7.276 / -7.442 eV
relative energy (zero: lowest compared OMol25 entry of this formula, charge and spin): 0.032 eV